The following is a quantum chemistry calculation of C36H32N10O6Y as an isolated structure at a distorted geometry, from the OMol25 dataset.

Atoms and positions in Å:
Y: 0.21881 0.28606 -0.16778
C: 1.56885 1.47298 3.00374
N: 2.03687 0.72579 1.83753
C: 3.32995 1.15126 1.31682
C: 3.13641 1.97106 0.08192
N: 2.05676 1.92500 -0.65602
C: 2.30845 2.77927 -1.74130
C: 1.51815 3.10143 -2.84440
C: 2.04260 3.97687 -3.77471
C: 3.32358 4.53373 -3.61714
C: 4.11432 4.22300 -2.52904
C: 3.57631 3.33219 -1.60809
N: 4.07984 2.79516 -0.42600
C: 0.07465 1.54050 3.00656
N: -0.65697 1.49082 1.92935
C: -1.97911 1.62323 2.36842
C: -3.17246 1.58864 1.65041
C: -4.34804 1.73153 2.35830
C: -4.34811 1.90561 3.75310
C: -3.17227 1.92997 4.47720
C: -1.99765 1.77737 3.74906
N: -0.65869 1.72122 4.12994
H: 1.94991 2.49481 2.94587
H: 1.93216 1.05773 3.94631
H: 2.05964 -0.27095 2.00461
H: 3.91533 0.26842 1.06068
H: 3.90798 1.72126 2.04799
H: 0.52715 2.68314 -2.96906
H: 1.45475 4.24336 -4.64385
H: 3.69850 5.21845 -4.36651
H: 5.10118 4.65077 -2.40621
H: 4.98747 2.96611 -0.02775
H: -3.18077 1.42935 0.58037
H: -5.29251 1.69796 1.83071
H: -5.29188 2.01071 4.27161
H: -3.17163 2.04783 5.55349
H: -0.29937 1.76612 5.06795
O: -0.15743 -4.38216 -1.15191
C: -1.47427 -4.41848 -1.46177
C: -2.05903 -5.67692 -1.59175
C: -3.39804 -5.78788 -1.89877
C: -4.18707 -4.64957 -2.07922
C: -3.60940 -3.40662 -1.95093
C: -2.24743 -3.26307 -1.64293
C: -1.64063 -1.92307 -1.51411
O: -0.42226 -1.80773 -1.10590
N: -2.40611 -0.89283 -1.82672
N: -1.81269 0.29119 -1.48649
C: -2.36232 1.33776 -1.96537
C: -1.88036 2.65947 -1.54217
C: -2.50684 3.82096 -1.95981
C: -2.04833 5.03577 -1.47520
C: -0.98670 5.04748 -0.58600
C: -0.41295 3.83767 -0.23354
N: -0.83826 2.66845 -0.70357
H: 0.07820 -3.44289 -1.02392
H: -1.43542 -6.54907 -1.44404
H: -3.84024 -6.77228 -1.99418
H: -5.23740 -4.74306 -2.31933
H: -4.19535 -2.50848 -2.08759
H: -3.19607 1.24437 -2.65461
H: -3.34522 3.76569 -2.64231
H: -2.52203 5.96097 -1.78015
H: -0.60203 5.97168 -0.17664
H: 0.43008 3.79974 0.44749
O: -0.48009 -1.17661 1.54582
C: -0.17904 -2.33010 1.87516
C: 0.96909 -3.07459 1.45918
C: 1.03351 -4.40336 1.91572
C: 2.05552 -5.20565 1.52176
C: 3.05521 -4.73558 0.65703
C: 3.02019 -3.44523 0.20853
C: 1.97584 -2.55636 0.58406
O: 1.96562 -1.34870 0.14958
N: 2.10883 -6.59977 1.99539
O: 1.23534 -6.97595 2.74970
O: 3.00664 -7.29817 1.56964
H: -0.86478 -2.85364 2.55564
H: 0.26429 -4.79867 2.56874
H: 3.84193 -5.41354 0.35411
H: 3.78172 -3.06865 -0.46332
N: 1.41250 -0.24416 -2.44325
H: 1.45587 0.34210 -3.26960
H: 0.94440 -1.10994 -2.69171
H: 2.36292 -0.48824 -2.18485

Calculated values
- HOMO energy (eV) = -10.033
- frontier orbital gap (eV) = 6.99
- total charge = +1
- ΔE to the lowest compared entry with this formula, charge and spin (kcal per mole) = 0.0

The Löwdin scheme yields these atomic charges, measured in e: atom 1 (Y): 1.569, atom 2 (C): -0.098, atom 3 (N): -0.089, atom 4 (C): -0.112, atom 5 (C): -0.290, atom 6 (N): 0.065, atom 7 (C): -0.228, atom 8 (C): -0.033, atom 9 (C): -0.064, atom 10 (C): -0.069, atom 11 (C): -0.004, atom 12 (C): -0.175, atom 13 (N): 0.185, atom 14 (C): -0.308, atom 15 (N): 0.075, atom 16 (C): -0.207, atom 17 (C): -0.002, atom 18 (C): -0.066, atom 19 (C): -0.072, atom 20 (C): -0.007, atom 21 (C): -0.174, atom 22 (N): 0.184, atom 23 (H): 0.135, atom 24 (H): 0.135, atom 25 (H): 0.100, atom 26 (H): 0.137, atom 27 (H): 0.131, atom 28 (H): 0.101, atom 29 (H): 0.110, atom 30 (H): 0.111, atom 31 (H): 0.118, atom 32 (H): 0.173, atom 33 (H): 0.092, atom 34 (H): 0.109, atom 35 (H): 0.109, atom 36 (H): 0.116, atom 37 (H): 0.170, atom 38 (O): 0.064, atom 39 (C): -0.248, atom 40 (C): -0.006, atom 41 (C): -0.067, atom 42 (C): -0.083, atom 43 (C): -0.029, atom 44 (C): -0.079, atom 45 (C): -0.398, atom 46 (O): -0.182, atom 47 (N): 0.074, atom 48 (N): -0.085, atom 49 (C): -0.082, atom 50 (C): -0.290, atom 51 (C): -0.001, atom 52 (C): -0.032, atom 53 (C): -0.031, atom 54 (C): -0.134, atom 55 (N): 0.032, atom 56 (H): 0.057, atom 57 (H): 0.122, atom 58 (H): 0.109, atom 59 (H): 0.103, atom 60 (H): 0.105, atom 61 (H): 0.134, atom 62 (H): 0.123, atom 63 (H): 0.119, atom 64 (H): 0.113, atom 65 (H): 0.109, atom 66 (O): -0.095, atom 67 (C): -0.146, atom 68 (C): -0.130, atom 69 (C): 0.051, atom 70 (C): -0.141, atom 71 (C): 0.028, atom 72 (C): 0.017, atom 73 (C): -0.356, atom 74 (O): -0.178, atom 75 (N): -0.355, atom 76 (O): 0.079, atom 77 (O): 0.081, atom 78 (H): 0.145, atom 79 (H): 0.135, atom 80 (H): 0.127, atom 81 (H): 0.119, atom 82 (N): 0.035, atom 83 (H): 0.047, atom 84 (H): 0.047, atom 85 (H): 0.048